7 unconnected molecules or ions with the total composition C42H42O14, computed with wB97M-V/def2-TZVPD.

Atoms and positions in Å:
C 5.6179 -4.1836 2.7866
C 4.4681 -5.1060 2.5332
C 3.2094 -4.6182 2.3883
C 2.9847 -3.1834 2.4543
C 3.9801 -2.2605 2.5763
C 5.2436 -2.6942 2.6080
O 6.2213 -1.8345 2.7362
O 2.1349 -5.3397 2.1273
H 6.6640 -4.5471 3.0505
H 4.7008 -6.1250 2.6146
H 2.0440 -2.8071 2.3588
H 3.7073 -1.2536 2.3521
H 5.8892 -1.0995 2.7614
H 2.4482 -6.2396 2.0120
C 0.4129 -2.3748 -7.4555
C 1.5446 -3.4305 -7.1149
C 1.5217 -4.0150 -5.8316
C 0.5740 -3.6093 -4.9450
C -0.3519 -2.4683 -5.1519
C -0.4133 -1.8812 -6.3941
O -1.3931 -0.9531 -6.7149
O 2.4889 -4.9004 -5.5494
H 0.4147 -1.9455 -8.4651
H 2.2474 -3.9337 -7.8203
H 0.6665 -4.1024 -3.9801
H -1.1311 -2.1437 -4.5304
H -1.1994 -0.4982 -7.5417
H 2.4688 -5.0033 -4.6831
C 1.7076 0.2403 -0.0493
C 2.2533 1.6000 0.4522
C 1.3626 2.5912 0.4633
C 0.0455 2.5439 -0.1314
C -0.2512 1.3880 -0.7717
C 0.5507 0.2338 -0.7124
O 0.1302 -0.7369 -1.5353
O 1.7982 3.9087 0.8133
H 2.4285 -0.6554 0.0420
H 3.2455 1.5226 0.9921
H -0.7126 3.3453 0.1008
H -1.1605 1.3321 -1.3019
H -0.3528 -0.5590 -2.3466
H 1.1352 4.5820 0.7718
C -2.4189 3.5583 2.4982
C -3.8860 3.2752 1.8479
C -4.5987 4.2987 1.3178
C -3.9939 5.5553 1.1243
C -2.7958 5.8491 1.7625
C -1.9829 4.8996 2.4109
O -0.7676 5.2271 3.0194
O -5.7906 4.1491 0.7826
H -1.7560 2.7528 2.8870
H -4.2642 2.3036 1.8996
H -4.6201 6.2388 0.6238
H -2.5278 6.7953 1.7171
H -0.5683 6.3095 2.8364
H -6.1944 3.2983 1.0438
C -3.2781 -2.9830 3.5515
C -2.1791 -3.2429 2.6340
C -1.7882 -2.1235 1.8743
C -2.4657 -0.9040 1.8918
C -3.4669 -0.7026 2.8698
C -3.8590 -1.7573 3.7210
O -4.7267 -1.4696 4.7711
O -0.8255 -2.2488 0.9448
H -3.5109 -3.6794 4.1765
H -1.9259 -4.2253 2.6254
H -2.0683 0.0140 1.1969
H -3.9204 0.3839 3.0122
H -4.7095 -1.9701 5.5992
H -0.2974 -1.6114 0.4728
C 5.0929 4.0633 1.8295
C 4.8141 3.0479 2.9545
C 5.4225 1.7520 2.7785
C 6.1565 1.3668 1.6089
C 6.2572 2.2973 0.5979
C 5.7284 3.7048 0.6254
O 5.8103 4.4713 -0.4652
O 5.2843 0.8382 3.7623
H 4.6917 5.0121 1.9363
H 4.2408 3.3284 3.7953
H 6.6485 0.5078 1.5332
H 6.7259 2.1267 -0.2796
H 6.3421 4.2647 -1.0079
H 4.4113 0.9374 4.2663
C -6.4134 -0.1590 -3.2604
C -4.9913 -0.3785 -3.9390
C -3.8981 -0.5009 -3.2008
C -4.0122 -0.4976 -1.7437
C -5.2992 -0.4606 -1.0955
C -6.4424 -0.2946 -1.8235
O -7.6232 -0.1658 -1.1948
O -2.6405 -0.3180 -3.6966
H -7.0896 -0.0100 -3.9005
H -4.8481 -0.4429 -5.2384
H -3.0689 -0.5770 -1.1542
H -5.3200 -0.6030 0.0397
H -7.5755 0.1706 -0.2452
H -2.5618 -0.2572 -4.5633

Atoms 1-3, force components in eV/Å:
-3.4 2.0 -1.3
4.0 2.9 1.3
0.3 4.6 0.2

The HOMO energy is -0.2727 Eh. Its gap between HOMO and LUMO is 0.2804 Ha. As for the energy above the lowest of the compared OMol25 structures with the same formula, charge and spin: 1189.7 kJ/mol. Its total charge is 0. As for the structure (SMILES): Oc1ccc(O)cc1.Oc1ccc(O)cc1.Oc1ccc(O)cc1.Oc1ccc(O)cc1.Oc1ccc(O)cc1.Oc1ccc(O)cc1.Oc1ccc(O)cc1.

Mulliken population analysis, charges in e, atoms 1 to 6: number 1, C, carries -0.863; number 2, C, carries -0.505; number 3, C, carries 0.318; number 4, C, carries -0.658; number 5, C, carries -0.354; number 6, C, carries 0.638

3 unconnected molecules or ions with the total composition C42H43Cl2IN3O10S, computed with wB97M-V/def2-TZVPD.

Atoms and positions in Å:
C 5.0600 3.3384 -1.1082
C 3.5437 3.2846 -0.5732
C 3.0456 1.8007 -0.1422
N 1.8796 1.3350 -1.0029
C 0.8048 0.6305 -0.2607
N 0.0605 1.1508 0.7016
C -0.9705 0.2827 1.4039
C -2.4817 0.6874 1.0618
C -3.4061 -0.0390 2.1961
S -3.3082 -1.9103 1.9470
C 0.1435 2.5700 1.1947
C 0.0596 3.6807 0.0337
C -1.2410 4.6258 0.2428
Cl -0.9948 6.0682 -0.8951
N 0.8293 -0.7091 -0.8595
C -0.4380 -1.2691 -1.4122
C -1.2457 -0.2930 -2.3932
O -1.7134 0.8295 -2.1097
I -1.6272 -1.0066 -4.4506
C 2.0066 -0.8845 -1.7963
O 2.9196 -1.6466 -0.9665
C 2.7929 -3.0191 -1.4436
O 3.2962 -3.4134 -2.5210
C 1.9353 -4.1070 -0.6138
C 2.4026 -4.6415 0.7939
C 1.5119 -5.6683 1.5811
C 0.1532 -6.2112 1.0366
C -0.2915 -5.7163 -0.3688
C 0.5887 -4.7067 -1.1398
C 2.3906 0.6102 -2.2376
C 1.4698 1.3368 -3.3909
C 2.3220 2.2444 -4.3937
O 2.8195 3.3573 -4.1216
Cl 2.5319 1.5623 -6.1014
O 3.7226 0.9132 -2.7000
C 4.3394 -0.2035 -3.3494
O 3.8417 -0.8253 -4.3208
C 5.7654 -0.6563 -2.7544
C 6.0107 -0.8101 -1.2059
C 7.4108 -1.2088 -0.6134
C 8.6347 -1.4589 -1.5306
C 8.4052 -1.3354 -3.0667
C 7.0055 -0.9355 -3.6588
H 5.5494 2.3096 -1.1941
H 5.0731 3.8131 -2.1587
H 5.6627 4.0277 -0.4013
H 3.4918 3.9779 0.3538
H 2.7868 3.7435 -1.3187
H 2.7402 1.8945 0.9705
H 3.9086 1.0287 -0.1383
H -0.7115 -0.8131 1.2316
H -0.8161 0.4995 2.5291
H -2.8639 0.2546 0.0605
H -2.6020 1.8297 1.1095
H -4.4894 0.3124 2.1759
H -2.8720 0.1546 3.1891
H -1.9973 -2.3340 2.1638
H -0.7639 2.7593 1.8886
H 1.0641 2.7513 1.8726
H 0.1667 3.2798 -1.0281
H 0.9654 4.3841 0.1957
H -1.1996 5.0558 1.3125
H -2.2131 4.0619 0.0540
H -0.1398 -2.1891 -2.0434
H -1.1652 -1.6587 -0.6140
H 1.7220 -1.3710 -2.8058
H 3.4009 -4.2533 1.2064
H 1.8194 -6.0516 2.6230
H -0.5285 -6.9318 1.5958
H -1.2679 -6.0625 -0.8708
H 0.2161 -4.3328 -2.1645
H 0.9850 0.4658 -3.9747
H 0.6204 1.8806 -2.8602
H 5.1865 -0.6420 -0.4394
H 7.5378 -1.2823 0.5160
H 9.6270 -1.7407 -1.0388
H 9.3039 -1.5513 -3.7374
H 6.9423 -0.8488 -4.7970
C -3.1253 1.5695 6.4548
C -3.8889 1.8582 7.5094
C -4.9427 2.8925 7.4326
O -5.6376 3.1578 8.3930
C -5.1176 3.5923 6.1418
C -4.3535 3.3029 5.0878
C -3.3007 2.2693 5.1653
O -2.6022 2.0026 4.1997
H -2.3487 0.8158 6.4934
H -3.7741 1.3545 8.4612
H -5.8940 4.3461 6.1027
H -4.4680 3.8063 4.1357
C -6.0900 -2.4459 -0.4884
C -6.4252 -3.1190 -1.5898
C -7.6677 -2.8097 -2.3289
O -7.9751 -3.4242 -3.3320
C -8.5226 -1.7249 -1.8007
C -8.1868 -1.0518 -0.6991
C -6.9446 -1.3614 0.0393
O -6.6351 -0.7456 1.0447
H -5.1850 -2.6584 0.0665
H -5.8101 -3.9155 -1.9900
H -9.4282 -1.5111 -2.3545
H -8.8017 -0.2552 -0.2988

Atoms 1-3, force components in eV/Å:
-0.2 0.8 -0.3
0.1 0.2 0.3
0.6 1.4 1.4

The HOMO energy is -0.4079 Eh. Its gap between HOMO and LUMO is 0.2715 Ha. Its total charge is +1.

Mulliken population analysis, charges in e, atoms 1 to 6: number 1, C, carries -0.885; number 2, C, carries -0.495; number 3, C, carries 0.301; number 4, N, carries 0.943; number 5, C, carries -0.624; number 6, N, carries 0.455

A molecular structure, C42H43ClN2O3P3S2Sc, computed with wB97M-V/def2-TZVPD.

Atoms and positions in Å:
Sc -0.4284 -1.6687 0.7578
C 0.8905 1.1211 -2.2735
C 1.7162 -0.0959 -1.7980
P 1.9404 -0.4596 0.0006
C 3.2823 0.6350 0.6075
C 4.0941 0.1894 1.6514
C 5.2002 0.9277 2.0401
C 5.5127 2.1097 1.3844
C 4.6926 2.5706 0.3658
C 3.5739 1.8453 -0.0140
C 2.9611 -1.9898 -0.0260
C 2.7531 -2.9294 0.9827
C 3.5383 -4.0693 1.0658
C 4.5572 -4.2658 0.1474
C 4.7978 -3.3149 -0.8358
C 4.0115 -2.1783 -0.9178
C -0.2560 1.6279 -1.3799
P 0.4920 2.4855 0.1067
C 0.4358 4.2412 -0.4626
C 1.1712 4.5536 -1.6087
C 1.2125 5.8496 -2.0968
C 0.5416 6.8650 -1.4331
C -0.1732 6.5701 -0.2834
C -0.2265 5.2705 0.2030
C -0.8190 2.5042 1.3908
C -2.1597 2.1905 1.1958
C -3.0820 2.3678 2.2273
C -2.6831 2.8939 3.4429
C -1.3503 3.2403 3.6386
C -0.4263 3.0195 2.6344
H 0.4969 0.8610 -3.2573
H 1.5680 1.9605 -2.4294
H 2.7069 -0.0191 -2.2436
H 1.2641 -1.0282 -2.1555
H 3.8849 -0.7484 2.1513
H 5.8232 0.5687 2.8487
H 6.3927 2.6703 1.6699
H 4.9225 3.5006 -0.1372
H 2.9344 2.2319 -0.7957
H 1.9797 -2.7597 1.7300
H 3.3610 -4.7916 1.8533
H 5.1752 -5.1518 0.2087
H 5.6086 -3.4527 -1.5388
H 4.2225 -1.4477 -1.6878
H -0.8903 0.7892 -1.0754
H -0.8529 2.3531 -1.9336
H 1.7274 3.7848 -2.1324
H 1.7768 6.0658 -2.9946
H 0.5776 7.8797 -1.8055
H -0.6997 7.3528 0.2471
H -0.7954 5.0832 1.0998
H -2.5150 1.9358 0.2105
H -4.1283 2.1463 2.0594
H -3.4056 3.0571 4.2319
H -1.0476 3.7033 4.5689
H 0.6166 3.2788 2.7863
C -3.2348 -2.9201 -2.5521
P -3.4195 -1.9579 -1.0581
C -4.3350 -0.4835 -1.5386
C -4.4025 -2.8293 0.1646
O -2.0547 -1.5826 -0.4337
H -4.1585 -3.4644 -2.7529
H -2.4038 -3.6156 -2.4636
H -3.0353 -2.2403 -3.3818
H -5.1201 -0.7808 -2.2358
H -3.6714 0.2199 -2.0397
H -4.7980 -0.0070 -0.6786
H -5.4017 -3.0322 -0.2224
H -4.4813 -2.2029 1.0540
H -3.9172 -3.7655 0.4357
O 1.7705 -3.8632 -1.9319
S 0.5465 -4.4187 -1.4642
O -0.5635 -4.4504 -2.3731
N 0.0068 -3.5998 -0.0674
C -0.4853 -4.4881 0.7908
S -1.4539 -3.9473 2.0518
C -0.1045 -5.8771 0.5307
C -0.3264 -6.9869 1.3284
C 0.1844 -8.2073 0.9053
C 0.9050 -8.3100 -0.2798
C 1.1379 -7.1934 -1.0803
C 0.6251 -5.9932 -0.6506
H -0.8747 -6.8984 2.2571
H 0.0289 -9.0921 1.5074
H 1.2844 -9.2716 -0.5971
H 1.7087 -7.2692 -1.9964
Cl 2.7938 0.4574 5.0948
C 1.2978 -0.2897 4.7198
C 0.3563 -0.5717 5.6984
C -0.8307 -1.1642 5.3058
C -1.0405 -1.4571 3.9728
N -0.1306 -1.1997 3.0208
C 1.0139 -0.6123 3.4051
H 0.5476 -0.3276 6.7349
H -1.5948 -1.3994 6.0327
H -1.9629 -1.9212 3.6579
H 1.7394 -0.3693 2.6417

Atoms 1-3, force components in eV/Å:
-1.0 -1.0 0.4
-0.1 0.0 0.1
-0.3 0.1 0.2

The HOMO energy is -0.4558 Eh. Its gap between HOMO and LUMO is 0.2403 Ha. As for the energy above the lowest of the compared OMol25 structures with the same formula, charge and spin: 142.8 kJ/mol. Its total charge is +2.

Mulliken population analysis, charges in e, atoms 1 to 6: number 1, Sc, carries 0.139; number 2, C, carries -1.157; number 3, C, carries -1.161; number 4, P, carries 1.349; number 5, C, carries 0.930; number 6, C, carries -0.458

A molecular structure, C42H43F3GaN3O6SSbSi, computed with wB97M-V/def2-TZVPD.

Atoms and positions in Å:
Ga 0.6724 -0.2947 1.4585
O 4.0682 4.9241 4.7252
C 4.0561 3.6342 5.2920
C 3.2128 2.7321 4.4384
C 2.9505 1.4259 4.8457
C 2.1974 0.6090 4.0319
N 1.6981 1.0292 2.8679
C 1.9164 2.2877 2.4854
C 2.6796 3.1676 3.2365
C 1.2489 2.6503 1.2128
C 1.2142 3.9330 0.7029
C 0.4899 4.1927 -0.4586
C 0.5259 5.5710 -1.0740
O 1.8414 5.8963 -1.4717
C -0.2124 3.1454 -1.0337
C -0.1157 1.8850 -0.4760
N 0.6217 1.6320 0.6030
H 4.6332 5.4993 5.2488
H 3.6424 3.6402 6.3066
H 5.0655 3.2102 5.3480
H 3.3269 1.0460 5.7865
H 1.9675 -0.4096 4.3152
H 2.8632 4.1791 2.9096
H 1.7428 4.7355 1.1973
H 0.2415 6.3165 -0.3306
H -0.1861 5.6338 -1.9020
H 2.0942 5.3532 -2.2292
H -0.8189 3.2909 -1.9163
H -0.6548 1.0509 -0.9004
C -2.7365 -3.0362 0.2544
S -1.2162 -3.3279 1.1748
C -1.6378 -4.8746 1.9946
H -3.6008 -3.1943 0.8993
H -2.8127 -3.6800 -0.6210
H -2.7299 -1.9953 -0.0678
H -1.7779 -5.6808 1.2762
H -2.5391 -4.7558 2.5946
H -0.8137 -5.1378 2.6561
C 2.0940 -3.0765 2.7991
Si 2.4168 -1.9546 1.3279
C 4.0219 -0.9905 1.5228
C 2.5363 -2.9874 -0.2264
H 3.0019 -3.6457 3.0178
H 1.3024 -3.7872 2.5598
H 1.7957 -2.5557 3.7091
H 4.8631 -1.6682 1.3560
H 4.1464 -0.5512 2.5134
H 4.1002 -0.1850 0.7886
H 3.2916 -3.7615 -0.0613
H 2.8469 -2.4041 -1.0955
H 1.5867 -3.4740 -0.4495
F 2.5253 -4.5524 -7.4109
C 1.9600 -3.9180 -6.3738
C 1.3383 -2.7019 -6.5970
C 0.7583 -2.0505 -5.5208
C 0.7931 -2.6056 -4.2428
C 1.4285 -3.8311 -4.0619
C 2.0211 -4.4998 -5.1246
Sb -0.0180 -1.6434 -2.5275
C -1.9686 -1.1759 -3.2429
C -2.7884 -0.3735 -2.4498
C -4.0924 -0.0853 -2.8196
C -4.5758 -0.6359 -3.9925
F -5.8369 -0.3643 -4.3589
C -3.8095 -1.4606 -4.7911
C -2.5026 -1.7279 -4.4044
C 0.8406 0.2702 -3.0221
C 2.0505 0.6470 -2.4392
C 2.6405 1.8727 -2.7149
C 1.9888 2.7182 -3.5879
F 2.5227 3.9448 -3.8288
C 0.8058 2.3827 -4.2118
C 0.2352 1.1507 -3.9157
H 1.3200 -2.2855 -7.5950
H 0.2817 -1.0918 -5.6928
H 1.4694 -4.2852 -3.0777
H 2.5185 -5.4513 -4.9969
H -2.4205 0.0279 -1.5087
H -4.7378 0.5409 -2.2181
H -4.2344 -1.8795 -5.6932
H -1.8990 -2.3749 -5.0302
H 2.5542 -0.0220 -1.7466
H 3.5774 2.1763 -2.2658
H 0.3455 3.0752 -4.9048
H -0.7091 0.8891 -4.3809
O -0.5307 -0.5059 3.2077
C -1.5175 -0.1931 2.4957
O -1.3232 -0.0719 1.2352
C -2.8619 0.0340 3.0670
C -3.0824 -0.2334 4.4137
C -4.3344 -0.0153 4.9627
C -5.3312 0.4734 4.1383
C -5.1402 0.7460 2.7958
C -3.8854 0.5184 2.2579
N -6.6719 0.7205 4.7224
O -7.5329 1.1380 3.9771
O -6.8237 0.4577 5.8961
H -2.2716 -0.6130 5.0195
H -4.5482 -0.2131 6.0019
H -5.9597 1.1236 2.2038
H -3.6901 0.7119 1.2123

Atoms 1-3, force components in eV/Å:
0.0 0.5 0.6
0.0 0.0 0.0
0.0 0.0 0.0

The HOMO energy is -0.3927 Eh. Its gap between HOMO and LUMO is 0.2700 Ha. As for the energy above the lowest of the compared OMol25 structures with the same formula, charge and spin: 0.0 kJ/mol. Its total charge is +1.

Mulliken population analysis, charges in e, atoms 1 to 6: number 1, Ga, carries -0.108; number 2, O, carries -0.496; number 3, C, carries -0.537; number 4, C, carries 0.100; number 5, C, carries -1.055; number 6, C, carries -0.347

A molecular structure, C42H44P2Re, computed with wB97M-V/def2-TZVPD.

Atoms and positions in Å:
Re -0.0395 0.2596 0.3518
C -2.0578 -0.0158 0.9295
C -1.8296 -0.4564 -0.4352
C -2.4590 0.3668 -1.5574
C -1.4500 1.3749 -2.1362
C -0.2919 1.6548 -1.2058
C -0.4841 2.2191 0.1259
C -1.8790 2.5348 0.6466
C -2.6129 1.3403 1.2971
C 1.8636 0.1379 -0.5209
H -2.3090 -0.8175 1.6131
H -1.7608 -1.5359 -0.6043
H -3.3299 0.9177 -1.1609
H -2.8112 -0.3105 -2.3523
H -1.0312 0.9757 -3.0771
H -1.9722 2.3067 -2.4095
H 0.6400 1.8887 -1.7402
H 0.3003 2.8763 0.5156
H -2.4894 2.9553 -0.1678
H -1.7719 3.3334 1.3967
H -2.5561 1.4512 2.3944
H -3.6871 1.3944 1.0542
H 2.5534 -0.4561 0.0808
H 2.3258 1.0982 -0.7828
H 1.6150 -0.3982 -1.4593
P 0.1245 -2.3064 -9.4352
P 2.1009 0.4085 -9.7006
C -0.4403 -0.7160 -10.1019
C 0.3349 0.4014 -10.1097
C -0.7591 -3.4897 -10.5260
C -1.9402 -3.1672 -11.2103
C -2.5728 -4.1233 -12.0103
C -2.0312 -5.4035 -12.1316
C -0.8431 -5.7314 -11.4636
C -0.1946 -4.7750 -10.6796
C -0.8614 -2.4293 -7.8777
C -0.4798 -1.5837 -6.8153
C -1.2144 -1.5805 -5.6262
C -2.3414 -2.4048 -5.4961
C -2.6954 -3.2739 -6.5329
C -1.9258 -3.3261 -7.7001
C 2.7273 1.2133 -11.2557
C 2.7088 0.4168 -12.4189
C 3.0732 0.9615 -13.6515
C 3.4613 2.3053 -13.7354
C 3.5145 3.0912 -12.5809
C 3.1928 2.5349 -11.3358
C 2.1760 1.8261 -8.5435
C 3.2975 1.9004 -7.6927
C 3.4396 2.9865 -6.8266
C 2.4593 3.9880 -6.7904
C 1.3369 3.9015 -7.6160
C 1.1759 2.8050 -8.4683
H -1.4659 -0.6578 -10.4902
H -0.0910 1.3572 -10.4536
H -2.3833 -2.1774 -11.1309
H -3.4903 -3.8522 -12.5340
H -2.5299 -6.1472 -12.7519
H -0.4197 -6.7340 -11.5557
H 0.7459 -5.0135 -10.1772
H 0.3982 -0.9414 -6.9320
H -0.9040 -0.9426 -4.7958
H -2.9270 -2.3828 -4.5766
H -3.5640 -3.9276 -6.4350
H -2.1590 -4.0643 -8.4711
H 2.3996 -0.6291 -12.3429
H 3.0580 0.3360 -14.5458
H 3.7392 2.7314 -14.6986
H 3.8175 4.1391 -12.6374
H 3.2970 3.1393 -10.4312
H 4.0490 1.1078 -7.7218
H 4.3165 3.0500 -6.1789
H 2.5685 4.8310 -6.1079
H 0.5719 4.6788 -7.6023
H 0.2712 2.7255 -9.0677
C 0.8329 0.1183 2.2415
C 0.2458 0.0387 3.6472
C -1.0133 -0.4831 3.9826
C -1.4273 -0.5901 5.3248
C -0.5695 -0.2341 6.3736
C 0.6941 0.2639 6.0397
C 1.0784 0.4281 4.7096
H 1.2141 -0.8948 1.9231
H 1.6956 0.8226 2.2611
H -1.6703 -0.8277 3.1929
H -2.4264 -0.9798 5.5441
H -0.8613 -0.3881 7.4159
H 1.4081 0.5200 6.8177
H 2.0542 0.8255 4.4371

Atoms 1-3, force components in eV/Å:
4.6 -1.4 -0.9
-3.1 -1.3 -1.0
-2.0 0.0 1.1

As for the multiplicity: 4. The HOMO energy (spin up / spin down) is -0.4826 / -0.4678 Eh. Its gap between HOMO and LUMO (spin up / spin down) is 0.2401 / 0.1644 Ha. As for the energy above the lowest of the compared OMol25 structures with the same formula, charge and spin: 69.5 kJ/mol. Its total charge is +2.

Mulliken population analysis, charges in e, atoms 1 to 6: number 1, Re, carries 0.846; number 2, C, carries -0.137; number 3, C, carries -0.637; number 4, C, carries -0.523; number 5, C, carries -0.848; number 6, C, carries -0.243

| no. | E (Ha) |
| --- | --- |
| 1 | -2678.4772 |
| 2 | -4158.3706 |
| 3 | -5002.5438 |
| 4 | -5394.1082 |
| 5 | -2387.0139 |